# 1
{"formula": "C30H50ClFN4O3PPd", "method": "ωB97M-V with the def2-TZVPD basis set", "elements": ["Pd", "C", "C", "C", "C", "C", "C", "C", "F", "C", "C", "C", "O", "C", "C", "N", "C", "C", "O", "O", "H", "H", "H", "H", "H", "H", "H", "H", "H", "H", "H", "C", "C", "C", "C", "P", "N", "C", "C", "C", "C", "C", "C", "C", "C", "H", "H", "H", "H", "H", "H", "H", "H", "H", "H", "H", "H", "H", "H", "H", "H", "H", "H", "H", "H", "H", "H", "H", "H", "H", "H", "H", "C", "C", "C", "C", "N", "N", "H", "H", "H", "H", "H", "H", "H", "H", "H", "H", "H", "H", "Cl"], "positions_angstrom": [[-0.14230, -0.56634, 0.01636], [5.66009, 2.65745, 3.26206], [5.47237, 1.19131, 3.62900], [6.76238, 0.38613, 3.64113], [7.37354, 0.32754, 2.24910], [6.35728, -0.14224, 1.24222], [6.74624, -0.71793, 0.05629], [5.79482, -1.16614, -0.85960], [6.23149, -1.71220, -2.00002], [4.45439, -1.07534, -0.62330], [4.03136, -0.49461, 0.58205], [2.60691, -0.37513, 0.85335], [1.83064, -0.79355, -0.07322], [2.22321, 0.19741, 2.07626], [3.22158, 0.64698, 2.92171], [4.51938, 0.56377, 2.67804], [4.97531, -0.02143, 1.50152], [0.82759, 0.35397, 2.63409], [0.69808, 0.85976, 3.73231], [-0.18614, -0.08718, 1.95385], [6.38762, 3.11848, 3.92995], [4.71926, 3.20046, 3.35636], [6.01500, 2.76835, 2.23676], [4.99611, 1.11758, 4.60648], [6.54889, -0.62401, 3.99778], [7.45392, 0.84204, 4.34907], [8.23179, -0.34389, 2.23611], [7.74847, 1.31241, 1.95852], [7.79610, -0.84172, -0.17797], [3.73150, -1.44622, -1.33519], [2.91944, 1.10284, 3.85685], [-1.38290, 4.06526, -3.29867], [-1.29071, 2.73885, -2.53306], [-1.17324, 1.60086, -3.55904], [-2.60667, 2.52775, -1.75352], [0.17369, 2.61606, -1.34958], [-0.09881, 1.50867, -0.17263], [0.23895, 4.12523, -0.21459], [1.04628, 3.81694, 1.05795], [-1.17768, 4.50451, 0.23925], [0.85678, 5.32741, -0.93667], [1.79575, 2.42790, -2.27762], [2.94036, 2.71673, -1.29136], [1.99909, 0.97813, -2.74612], [1.92338, 3.35543, -3.49116], [-2.24236, 4.00856, -3.97127], [-0.50426, 4.26388, -3.90863], [-1.55033, 4.91530, -2.63914], [-2.10839, 1.55366, -4.12014], [-1.00965, 0.62758, -3.09541], [-0.37799, 1.78192, -4.27912], [-3.32466, 2.02980, -2.40798], [-3.05646, 3.46631, -1.44228], [-2.46428, 1.92003, -0.86157], [0.66802, 2.93568, 1.56918], [0.93261, 4.67021, 1.73045], [2.10830, 3.68714, 0.86471], [-1.68886, 3.67366, 0.72255], [-1.78885, 4.88498, -0.57462], [-1.08160, 5.30844, 0.97123], [1.91016, 5.18858, -1.17071], [0.78274, 6.18285, -0.26125], [0.32846, 5.58928, -1.85202], [2.83333, 2.13250, -0.37762], [3.02776, 3.77014, -1.03205], [3.87522, 2.41809, -1.77036], [1.94679, 0.27400, -1.92292], [3.00577, 0.91627, -3.16797], [1.30777, 0.66183, -3.51824], [1.71183, 4.39903, -3.26617], [1.28249, 3.03817, -4.31259], [2.95387, 3.29779, -3.84902], [-4.68929, -1.06999, 1.53801], [-4.23034, -1.72040, 0.23716], [-4.64523, -3.18630, 0.20091], [-4.80372, -0.98089, -0.97471], [-2.74561, -1.75208, 0.21684], [-2.15831, -0.45416, 0.16881], [-5.76734, -1.18410, 1.64864], [-4.48000, 0.00276, 1.55912], [-4.20060, -1.53977, 2.39197], [-5.73097, -3.26879, 0.23764], [-4.22343, -3.72216, 1.05059], [-4.30264, -3.66755, -0.71792], [-5.88881, -1.08398, -0.99215], [-4.41139, -1.39282, -1.90740], [-4.59819, 0.09349, -0.94968], [-2.42931, -2.22406, -0.62700], [-2.25683, -0.01007, 1.08284], [-2.57037, 0.14529, -0.54714], [-0.34366, -1.57059, -2.01876]], "homo_lumo_gap_ev": [6.6, 6.7], "charge": 1, "spin_multiplicity": 1}

# 2
{"formula": "C30H50ClNaO34", "method": "ωB97M-V with the def2-TZVPD basis set", "elements": ["Na", "Cl", "O", "O", "O", "O", "C", "C", "O", "C", "O", "O", "H", "H", "H", "H", "C", "C", "O", "C", "O", "O", "H", "H", "H", "H", "C", "C", "O", "C", "O", "O", "H", "H", "H", "H", "C", "C", "O", "C", "O", "O", "H", "H", "H", "H", "C", "C", "O", "C", "O", "O", "H", "H", "H", "H", "C", "O", "C", "O", "O", "C", "H", "H", "H", "H", "H", "H", "C", "O", "C", "O", "O", "C", "H", "H", "H", "H", "H", "H", "C", "O", "C", "O", "O", "C", "H", "H", "H", "H", "H", "H", "C", "O", "C", "O", "O", "C", "H", "H", "H", "H", "H", "H", "C", "O", "C", "O", "O", "C", "H", "H", "H", "H", "H", "H"], "positions_angstrom": [[20.97016, -7.00267, 14.76347], [19.64654, -2.51972, 12.77497], [18.56125, -1.88197, 12.03035], [19.29186, -2.90926, 14.13782], [20.20438, -3.64649, 12.13115], [20.73594, -1.59134, 12.88749], [17.11206, 1.81318, 17.22371], [15.73057, 1.37237, 17.88155], [15.90633, 1.84082, 19.13218], [16.92872, 2.81182, 19.22980], [17.16739, 3.66643, 20.14398], [17.58645, 2.82825, 18.01487], [16.84309, 2.18657, 16.23561], [17.85267, 1.03126, 17.05583], [15.69437, 0.28309, 17.89763], [14.88642, 1.85285, 17.38692], [23.28698, 3.41146, 14.16987], [23.83524, 3.60207, 12.76194], [22.86072, 4.42100, 12.18095], [22.27368, 5.12351, 13.24054], [21.57734, 6.10890, 13.05791], [22.47527, 4.51781, 14.44491], [24.01596, 3.27366, 14.96843], [22.59700, 2.56975, 14.22945], [23.93069, 2.63500, 12.26820], [24.76570, 4.15179, 12.61995], [16.28536, 2.96360, 11.09758], [14.90988, 3.44443, 11.54071], [14.17751, 2.69172, 10.60493], [14.93343, 2.30285, 9.50830], [14.52787, 1.78234, 8.55001], [16.17844, 2.52633, 9.76578], [16.62581, 2.15548, 11.74499], [17.02304, 3.75471, 11.23204], [14.83610, 4.52738, 11.44134], [14.78810, 3.18085, 12.59133], [17.06629, -4.04641, 7.46140], [15.82896, -4.28475, 6.60098], [16.33072, -4.22574, 5.26902], [17.63508, -4.47747, 5.35131], [18.40662, -4.59305, 4.39656], [18.07048, -4.25497, 6.59160], [16.99631, -4.60472, 8.39493], [17.16165, -3.01504, 7.80093], [15.22990, -3.38827, 6.76084], [15.41982, -5.25047, 6.89777], [23.38130, 1.20778, 7.22342], [22.09725, 0.51003, 7.54886], [21.10221, 1.60381, 7.40551], [21.63970, 2.54254, 6.56538], [20.97726, 3.46405, 6.02805], [22.94095, 2.36416, 6.46708], [23.97636, 0.41415, 6.77159], [23.91417, 1.46832, 8.13789], [22.10101, 0.19073, 8.59104], [21.78811, -0.24685, 6.82798], [17.16369, -11.02020, 17.19100], [16.45292, -9.98268, 17.85616], [16.87542, -8.75415, 17.50238], [17.94130, -8.56354, 16.95077], [16.06189, -7.86593, 17.95719], [16.16479, -6.52034, 17.58134], [18.11258, -11.18301, 17.70207], [17.36641, -10.88873, 16.12811], [16.60482, -11.94784, 17.31454], [16.44598, -6.51773, 16.52824], [16.90705, -5.96960, 18.15913], [15.25126, -5.92697, 17.61980], [23.09179, -11.72997, 11.10653], [22.97070, -10.77155, 9.98738], [22.64691, -9.48195, 10.26018], [22.24890, -9.01832, 11.35202], [22.91073, -8.74147, 9.10384], [22.48992, -7.34088, 8.95774], [23.80280, -11.49314, 11.89804], [23.29066, -12.71446, 10.68305], [22.11668, -11.96605, 11.53260], [21.44759, -7.28247, 9.27116], [22.55047, -7.05014, 7.90899], [23.17588, -6.71039, 9.52346], [25.57376, -2.48971, 15.62174], [26.63617, -2.04644, 14.82810], [27.62682, -1.27221, 15.22664], [27.73343, -0.85229, 16.40330], [28.45794, -1.09403, 14.22953], [29.52926, -0.14558, 14.24844], [24.93608, -3.00293, 14.90197], [24.93288, -1.68322, 15.97804], [25.89367, -3.16962, 16.41135], [29.73218, 0.12872, 15.28367], [29.21715, 0.73180, 13.68197], [30.45621, -0.47827, 13.78136], [13.08487, -1.73628, 14.03723], [11.99724, -2.74849, 14.36443], [11.28211, -2.61423, 15.45625], [11.39255, -1.65996, 16.28824], [10.48692, -3.72944, 15.54269], [9.89900, -3.89555, 16.77705], [13.47766, -1.63388, 15.04883], [12.72613, -0.82121, 13.56601], [13.94133, -2.04704, 13.43889], [9.42674, -4.87387, 16.86626], [9.11021, -3.19525, 17.05179], [10.70034, -3.85473, 17.51480], [15.30465, -7.17195, 12.43421], [14.05285, -7.71625, 12.63686], [13.01986, -7.12033, 12.14562], [12.96873, -6.16728, 11.37512], [11.96147, -7.85616, 12.59900], [10.69291, -7.37161, 12.33744], [15.55183, -7.24228, 11.37494], [16.07668, -7.71463, 12.97971], [15.49875, -6.13932, 12.72420], [10.03904, -8.24369, 12.34163], [10.45851, -6.91966, 11.37365], [10.41025, -6.63403, 13.08855]], "homo_lumo_gap_ev": 6.1, "e_above_lowest_kcal_mol": 205.6, "spin_multiplicity": 1}

Number 1: maximum force 0.01662 hartree/bohr, energy -72027.61780 eV, M 706.60 g mol⁻¹. Number 2: maximum force 0.12995 hartree/bohr, energy -118460.64435 eV, M 1013.14 g mol⁻¹.